[1]
Below is a 2-piece molecular cluster, C33H45NP overall at a distorted geometry, with properties calculated with ωB97M-V with the def2-TZVPD basis set.

The electronic energy is -45721.670 eV. The highest occupied orbital energy comes out at -9.86 eV. The value obtained for the maximum force is 3.076 eV/Å.

Geometry as ORCA input:
```
! wB97M-V def2-TZVPD RIJCOSX def2/J DEFGRID3
* xyz 1 1
C 3.563 -0.074 3.849
C 2.317 0.222 3.030
C 2.093 -0.853 1.968
C 0.987 -0.458 0.993
P -0.662 -0.040 1.638
C -2.061 0.773 0.754
C -2.477 2.089 1.418
C -2.843 1.953 2.893
C -3.346 3.275 3.458
C -1.325 -1.720 1.968
C -2.355 -1.733 3.109
C -2.869 -3.142 3.444
C -3.589 -3.835 2.291
H 3.732 0.725 4.568
H 3.459 -1.014 4.395
H 4.446 -0.140 3.210
H 1.425 0.275 3.675
H 2.415 1.194 2.522
H 3.013 -0.994 1.375
H 1.894 -1.822 2.443
H 1.317 0.471 0.515
H 0.845 -1.233 0.233
H -1.720 0.997 -0.259
H -2.917 0.078 0.715
H -1.641 2.797 1.336
H -3.309 2.528 0.850
H -3.608 1.173 3.014
H -1.947 1.622 3.437
H -3.721 3.130 4.470
H -2.542 4.013 3.495
H -4.158 3.684 2.851
H -1.746 -2.063 1.005
H -0.454 -2.340 2.258
H -1.902 -1.306 4.017
H -3.210 -1.085 2.865
H -2.012 -3.747 3.764
H -3.540 -3.044 4.304
H -3.975 -4.804 2.619
H -4.437 -3.239 1.937
H -2.916 -4.011 1.445
C 5.478 2.736 -0.663
N 4.656 2.568 -1.844
C 5.299 2.920 -3.088
C 3.436 1.889 -1.836
C 2.277 2.515 -1.331
C 1.062 1.857 -1.363
C 0.983 0.509 -1.810
C -0.278 -0.240 -1.709
C -0.351 -1.697 -1.874
C -1.542 -2.017 -2.603
C -1.698 -3.249 -3.226
C -0.712 -4.227 -3.052
C 0.400 -3.964 -2.238
C 0.589 -2.709 -1.644
C -2.237 -0.778 -2.904
C -1.461 0.307 -2.386
C -1.737 1.609 -2.808
C -2.760 1.815 -3.739
C -3.487 0.743 -4.281
C -3.212 -0.563 -3.867
C 2.159 -0.104 -2.304
C 3.360 0.572 -2.325
H 4.904 2.460 0.232
H 6.381 2.102 -0.724
H 5.789 3.789 -0.595
H 4.572 2.899 -3.907
H 5.697 3.937 -2.986
H 6.126 2.234 -3.324
H 2.364 3.539 -0.963
H 0.177 2.370 -0.985
H -2.559 -3.410 -3.873
H -0.827 -5.200 -3.534
H 1.145 -4.745 -2.084
H 1.468 -2.524 -1.025
H -1.142 2.441 -2.443
H -2.978 2.829 -4.061
H -4.265 0.930 -5.022
H -3.714 -1.419 -4.312
H 2.132 -1.112 -2.709
H 4.281 0.086 -2.660
*
```

Mulliken population analysis, charges in e, atoms 1 to 8: atom 1 (C): -1.4396, atom 2 (C): -0.1161, atom 3 (C): -1.0127, atom 4 (C): 2.0021, atom 5 (P): 0.0142, atom 6 (C): 0.7614, atom 7 (C): -0.9339, atom 8 (C): 0.2326

***

[2]
Below is C41H43AlF6I2N as an isolated structure, with properties calculated with ωB97M-V with the def2-TZVPD basis set.

The electronic energy is -83808.568 eV. The highest occupied orbital energy comes out at -4.43 eV. The value obtained for the maximum force is 0.428 eV/Å.

Geometry as ORCA input:
```
! wB97M-V def2-TZVPD RIJCOSX def2/J DEFGRID3
* xyz -1 1
C 4.540 5.332 2.332
N 4.609 4.239 1.367
C 5.208 2.997 1.954
Al 3.944 1.564 2.618
C 2.219 1.387 1.497
I 1.049 -0.105 2.572
C 1.262 2.553 1.272
C 1.270 3.624 2.355
I 1.644 3.396 -0.681
H 3.612 5.901 2.224
H 5.366 6.047 2.232
H 4.565 4.932 3.346
H 5.212 4.538 0.615
H 5.858 2.538 1.201
H 5.884 3.276 2.781
H 3.538 1.777 4.181
H 4.682 0.117 2.458
H 2.406 0.874 0.555
H 0.243 2.200 1.121
H 0.260 3.998 2.535
H 1.652 3.190 3.281
H 1.889 4.471 2.081
F -1.806 3.718 5.099
C -2.684 2.941 4.430
C -3.956 3.428 4.208
C -4.859 2.630 3.520
C -4.482 1.373 3.069
C -3.195 0.913 3.310
C -2.279 1.695 3.997
H -4.224 4.413 4.567
H -5.859 2.999 3.329
H -5.187 0.759 2.524
H -2.884 -0.060 2.953
H -1.274 1.341 4.175
F -2.059 -2.819 -2.547
C -1.255 -1.809 -2.950
C -0.889 -1.748 -4.279
C -0.064 -0.709 -4.690
C 0.371 0.241 -3.776
C -0.010 0.152 -2.444
C -0.833 -0.881 -2.019
H -1.242 -2.501 -4.970
H 0.241 -0.643 -5.725
H 1.013 1.052 -4.094
H 0.340 0.893 -1.737
H -1.141 -0.972 -0.986
F 5.245 -3.594 3.148
C 4.262 -4.237 2.492
C 3.020 -3.643 2.383
C 2.023 -4.333 1.711
C 2.268 -5.585 1.163
C 3.527 -6.155 1.288
C 4.538 -5.480 1.957
H 2.826 -2.665 2.804
H 1.048 -3.875 1.609
H 1.483 -6.112 0.637
H 3.727 -7.131 0.863
H 5.528 -5.901 2.066
F 0.928 -0.510 -7.925
C 2.212 -0.761 -8.264
C 2.475 -1.327 -9.493
C 3.796 -1.582 -9.829
C 4.819 -1.275 -8.942
C 4.520 -0.709 -7.711
C 3.205 -0.444 -7.360
H 1.659 -1.560 -10.164
H 4.025 -2.025 -10.789
H 5.847 -1.480 -9.209
H 5.313 -0.472 -7.014
H 2.946 -0.005 -6.406
F -4.998 1.640 -1.439
C -4.916 1.315 -2.746
C -6.077 1.293 -3.492
C -5.991 0.957 -4.835
C -4.764 0.648 -5.404
C -3.613 0.678 -4.628
C -3.681 1.016 -3.284
H -7.022 1.535 -3.024
H -6.890 0.935 -5.438
H -4.703 0.384 -6.452
H -2.654 0.435 -5.063
H -2.796 1.049 -2.664
F -1.673 -1.411 5.310
C -2.748 -1.804 6.014
C -2.669 -1.819 7.391
C -3.784 -2.221 8.112
C -4.947 -2.600 7.457
C -4.996 -2.575 6.070
C -3.891 -2.174 5.334
H -1.751 -1.518 7.877
H -3.741 -2.236 9.193
H -5.813 -2.912 8.025
H -5.901 -2.868 5.554
H -3.907 -2.142 4.253
*
```

Mulliken population analysis, charges in e, atoms 1 to 8: atom 1 (C): -0.9963, atom 2 (N): -0.1657, atom 3 (C): -0.8283, atom 4 (Al): 0.2399, atom 5 (C): -0.8822, atom 6 (I): -0.0648, atom 7 (C): -0.3615, atom 8 (C): -0.9697

***

[3]
Below is C6H11N2O4S3SbY as an isolated structure, with properties calculated with ωB97M-V with the def2-TZVPD basis set.

The electronic energy is -57662.032 eV. The highest occupied orbital energy (alpha / beta) comes out at -8.03 / -8.27 eV. Its expectation value of S² is 0.76. The value obtained for the maximum force is 0.101 eV/Å.

Geometry as ORCA input:
```
! wB97M-V def2-TZVPD RIJCOSX def2/J DEFGRID3
* xyz 0 2
Y 0.525 0.075 -0.326
O -2.848 1.120 1.608
C -2.066 1.096 0.673
O -0.825 1.468 0.728
C -2.460 0.354 -0.670
O -3.617 0.132 -0.929
O -1.413 -0.062 -1.325
S 2.656 1.140 -1.510
Sb 3.691 -0.705 -0.457
S 1.906 -2.348 -0.678
S 2.419 -0.704 1.617
N -1.764 -2.826 3.758
C -1.888 -1.318 3.704
C -0.810 -0.791 2.783
N -0.929 -1.372 1.444
C -0.790 -2.823 1.485
C -1.836 -3.456 2.390
H -2.484 -3.219 4.362
H -0.860 -3.055 4.175
H -1.794 -0.944 4.722
H -2.879 -1.081 3.315
H 0.187 -1.030 3.166
H -0.900 0.292 2.720
H -1.852 -1.144 1.076
H 0.225 -3.062 1.814
H -0.898 -3.234 0.482
H -1.690 -4.529 2.511
H -2.844 -3.268 2.019
*
```

Mulliken population analysis, charges in e, atoms 1 to 8: atom 1 (Y): 1.3472, atom 2 (O): -0.5855, atom 3 (C): 0.5223, atom 4 (O): -0.7604, atom 5 (C): 0.7753, atom 6 (O): -0.6090, atom 7 (O): -0.7108, atom 8 (S): -0.6237